Entry 1:
Entry from the OMol25 dataset: a 2-piece molecular cluster, C5H10O overall (wB97M-V/def2-TZVPD).

Results
- Calculated total energy: -271.6455 Eh
- Net charge: -1
- Expectation value of S²: 0.7776
- Multiplicity: 2
- Maximum force: 0.020 hartree/bohr
- LUMO (alpha / beta): 2.921 / 2.916 eV
- Frontier orbital gap (alpha / beta): 0.1077 / 0.1817 Eh
- Highest occupied orbital energy (alpha / beta): -0.0004 / -0.0745 Eh

Cartesian coordinates (Å):
1 C -0.153 -2.488 0.601
2 H 0.396 5.346 -3.012
3 C -0.062 -0.284 -0.572
4 C -0.261 -3.274 1.887
5 H 0.260 -2.729 2.681
6 H 1.031 6.645 -2.517
7 H 0.562 -2.901 -0.109
8 H -0.221 1.444 0.569
9 O 0.889 5.718 -2.273
10 H 0.538 -0.813 -1.331
11 H -0.341 1.820 -1.214
12 H 0.244 -4.241 1.831
13 H -1.293 -3.445 2.218
14 C -0.427 -1.134 0.484
15 C 0.001 1.127 -0.455
16 H -1.163 -0.791 1.212

***

Entry 2:
Entry from the OMol25 dataset: an isolated ion of composition C4H11N2 and charge +1 (wB97M-V/def2-TZVPD).

Results
- Calculated total energy: -268.1798 Eh
- Net charge: +1
- SMILES: C=[NH+]CCCN
- Maximum force: 0.149 hartree/bohr
- LUMO: -5.533 eV
- Frontier orbital gap: 0.3223 Eh
- Highest occupied orbital energy: -0.5257 Eh

Cartesian coordinates (Å):
1 H -1.457 1.625 -0.435
2 H -2.298 -0.685 -0.677
3 H -0.810 -1.570 1.272
4 N 1.095 -1.313 0.214
5 H 1.662 -1.816 0.851
6 H 1.483 -1.496 -0.738
7 H -0.418 -2.566 -0.317
8 N 0.479 1.053 0.350
9 C -0.957 0.859 0.180
10 H -1.411 0.962 1.179
11 H 1.907 2.552 0.543
12 H -0.643 -0.470 -1.531
13 H 0.669 2.671 -0.819
14 C -0.371 -1.637 0.238
15 C 1.195 2.134 -0.039
16 C -1.187 -0.465 -0.555
17 H 1.060 0.163 0.284

***

Entry 3:
Entry from the OMol25 dataset: a 3-piece molecular cluster, C3H10O5 overall (wB97M-V/def2-TZVPD).

Results
- Calculated total energy: -496.5153 Eh
- SMILES: O=C(O)CCO.O.O
- Maximum force: 0.037 hartree/bohr
- LUMO: 0.488 eV
- Frontier orbital gap: 0.4042 Eh
- Highest occupied orbital energy: -0.3862 Eh

Cartesian coordinates (Å):
1 O 1.285 -2.009 -0.739
2 H 0.786 0.545 -1.355
3 H 0.820 0.339 0.343
4 C 0.440 2.342 -0.242
5 H -1.777 0.616 -1.221
6 H 1.444 -2.900 -1.072
7 O -0.076 -2.219 1.758
8 O -1.176 -1.087 -0.455
9 H -0.401 -1.760 0.954
10 O 1.338 3.051 -0.602
11 H 1.657 -2.066 0.154
12 H -1.519 0.634 0.609
13 C 0.299 0.866 -0.460
14 H -0.597 -1.876 2.487
15 C -1.143 0.366 -0.374
16 H -0.391 -1.468 -0.888
17 H -0.361 3.756 0.692
18 O -0.630 2.870 0.413

***

Entry 4:
Entry from the OMol25 dataset: one molecule with the formula C4H6N2O2 (wB97M-V/def2-TZVPD).

Results
- Calculated total energy: -415.9289 Eh
- SMILES: [H]/N=C(\O)[C@@]1(C)NC1=O
- Maximum force: 0.088 hartree/bohr
- LUMO: 0.234 eV
- Frontier orbital gap: 0.3576 Eh
- Highest occupied orbital energy: -0.3490 Eh

Cartesian coordinates (Å):
1 H -1.045 -1.759 1.278
2 N -1.061 2.046 0.154
3 O 1.168 1.777 0.137
4 C 1.018 -1.094 -0.245
5 H 1.885 1.128 0.122
6 C -1.483 -0.808 -0.440
7 C -0.214 -0.248 -0.003
8 H -0.678 2.995 0.212
9 C -0.066 1.241 0.091
10 H 0.769 -2.152 -0.380
11 H 1.705 -1.021 0.605
12 N -1.229 -0.852 0.872
13 H 1.536 -0.756 -1.148
14 O -2.305 -0.497 -1.255

***

Entry 5:
Entry from the OMol25 dataset: one molecule with the formula C4H4FNO (wB97M-V/def2-TZVPD).

Results
- Calculated total energy: -384.6148 Eh
- SMILES: N#CC1(F)COC1
- Maximum force: 0.042 hartree/bohr
- LUMO: 0.828 eV
- Frontier orbital gap: 0.4294 Eh
- Highest occupied orbital energy: -0.3989 Eh

Cartesian coordinates (Å):
1 C 0.889 -0.194 1.036
2 C -0.088 0.298 -0.033
3 H 1.477 0.667 -1.501
4 H 1.330 0.595 1.640
5 N -2.464 -0.804 -0.019
6 C 0.989 -0.171 -1.036
7 H 0.490 -0.996 1.679
8 F -0.330 1.649 0.023
9 H 0.650 -0.899 -1.748
10 O 1.735 -0.753 0.031
11 C -1.390 -0.359 -0.031

***

Entry 6:
Entry from the OMol25 dataset: C5H8O as an isolated structure (wB97M-V/def2-TZVPD).

Results
- Calculated total energy: -270.3655 Eh
- Maximum force: 0.013 hartree/bohr
- LUMO: 0.969 eV
- Frontier orbital gap: 0.3670 Eh
- Highest occupied orbital energy: -0.3313 Eh

Cartesian coordinates (Å):
1 C -1.931 -0.208 -0.379
2 C 0.265 1.073 0.129
3 C 2.515 -0.440 0.248
4 H -2.363 -1.213 -0.382
5 H -1.907 0.159 -1.410
6 H -2.579 0.446 0.216
7 H 3.458 -0.273 0.745
8 C 1.517 0.286 -0.069
9 H -0.538 -0.639 1.220
10 H 0.279 1.720 1.011
11 O 0.362 -1.003 -0.641
12 H 1.466 -1.315 -0.122
13 H -0.012 1.649 -0.760
14 C -0.531 -0.243 0.194

***

Computed molar mass, in the same sequence as the records: 86.1, 87.1, 126.1, 114.1, 101.1, 84.1 g/mol.
Computed energy above the lowest of the compared OMol25 structures with the same formula, charge and spin, in the same sequence as the records: 28.7, 78.5, 0.2, 70.1, 38.2, 120.7 kcal/mol.